[1]
{
  "formula": "C6H8N",
  "method": "ωB97M-V/def2-TZVPD",
  "gap_ev": [8.45, 5.59],
  "fmax_ev_per_a": 3.16,
  "e_lumo_ha": [-0.2004, -0.2450],
  "de_lowest_kj_mol": 729.91,
  "charge": 1,
  "symbols": ["C", "C", "C", "C", "C", "C", "N", "H", "H", "H", "H", "H", "H", "H", "H"],
  "positions_angstrom": [[1.9871, -0.6884, 0.3433], [1.9902, -1.7028, -0.4820], [-1.8446, 1.3721, 1.5278], [-1.3390, 0.4982, 0.6571], [0.0135, -0.3033, -1.3255], [-0.4189, 0.6767, -0.3663], [1.5558, -0.4491, -0.9642], [2.2580, -0.0190, 1.0472], [2.0942, -2.7825, -0.8476], [-2.5817, 0.9708, 2.2554], [-1.5266, 2.4201, 1.6381], [-1.6674, -0.4794, 0.6559], [-0.4318, -1.2908, -1.2850], [-0.1711, 0.0974, -2.3905], [0.0823, 1.6802, -0.4637]],
  "atomic_forces_ev_per_a": [[0.2, -2.3, -2.2], [0.1, -1.4, 0.3], [-0.6, 0.8, 1.8], [1.1, -0.2, -1.1], [-1.0, 1.1, -1.5], [0.6, 2.3, -0.2], [-0.6, -0.1, -2.0], [0.7, 1.5, 2.7], [-0.1, 2.0, 0.7], [0.5, 0.6, -0.6], [-0.2, -0.6, -0.3], [-1.2, -2.1, 0.5], [-0.2, -0.1, 0.4], [1.2, -0.7, 1.5], [-0.6, -1.0, 0.0]],
  "mulliken_charge": [-0.091, -0.181, -0.771, 0.184, -0.438, -0.306, -0.129, 0.477, 0.370, 0.265, 0.288, 0.306, 0.379, 0.290, 0.358]
}


[2]
{
  "formula": "C6H8N",
  "method": "ωB97M-V/def2-TZVPD",
  "gap_ev": 9.32,
  "fmax_ev_per_a": 3.82,
  "e_lumo_ha": -0.2090,
  "smiles": "C=C=C=[N+]1C[C@@H]1C",
  "de_lowest_kj_mol": 529.24,
  "charge": 1,
  "symbols": ["C", "C", "C", "C", "C", "C", "N", "H", "H", "H", "H", "H", "H", "H", "H"],
  "positions_angstrom": [[-1.1708, 0.0872, -0.1975], [-2.4302, 0.1609, -0.1487], [-3.7205, 0.1900, -0.2314], [0.8670, -1.2197, 0.6237], [1.3817, -0.1897, -0.4168], [2.2996, 0.9390, -0.1143], [0.0044, -0.3090, 0.0107], [-4.4479, 0.8673, -0.6703], [-4.3109, -0.3206, 0.4961], [0.9038, -2.3088, 0.4571], [1.2541, -0.9124, 1.6751], [1.4866, -0.4892, -1.4547], [3.3015, 0.6714, -0.5068], [2.5110, 0.9275, 0.9706], [2.0706, 1.9060, -0.4928]],
  "atomic_forces_ev_per_a": [[0.5, -1.0, 0.7], [0.5, 0.2, -0.7], [-1.5, 1.0, 1.0], [3.3, 0.1, 1.9], [-0.2, -0.9, -0.9], [1.7, -1.1, 1.8], [-1.5, 1.7, -0.7], [0.9, 0.3, -1.0], [0.1, -1.3, 0.5], [-0.7, 0.7, -0.3], [-1.2, -0.6, -1.7], [-0.2, -0.6, 0.1], [-0.6, 0.0, -0.2], [-0.4, 0.7, -0.3], [-0.6, 0.7, -0.2]],
  "mulliken_charge": [1.227, -0.255, -0.894, -0.435, -0.002, -1.184, 0.077, 0.312, 0.271, 0.291, 0.257, 0.338, 0.349, 0.312, 0.337]
}


[3]
{
  "formula": "C6H8N",
  "method": "ωB97M-V/def2-TZVPD",
  "gap_ev": [8.56, 8.55],
  "fmax_ev_per_a": 7.07,
  "e_lumo_ha": [-0.2438, -0.2439],
  "de_lowest_kj_mol": 580.42,
  "charge": 1,
  "symbols": ["C", "C", "C", "C", "C", "C", "N", "H", "H", "H", "H", "H", "H", "H", "H"],
  "positions_angstrom": [[-0.6184, -1.9147, -0.2917], [-0.4286, -1.0812, 0.6166], [0.6714, 0.7543, -0.7528], [0.1810, -1.3864, -1.5448], [0.2314, 0.1414, 0.7509], [-0.5128, 1.3729, 1.4276], [0.6746, -0.2756, -1.6029], [-1.1442, -2.8764, -0.4181], [-0.0165, 1.4352, -1.0638], [1.7061, 0.9642, -0.5950], [0.2385, -2.0541, -2.4644], [1.2072, 0.2610, 1.3299], [-1.3412, 1.7281, 0.6969], [0.1303, 2.0979, 1.6461], [-0.9788, 0.8334, 2.2655]],
  "atomic_forces_ev_per_a": [[-1.1, -2.4, -0.6], [1.5, 2.1, 0.0], [1.4, -3.0, 1.1], [0.3, -1.0, -2.5], [1.1, 2.6, 3.2], [-4.9, -4.4, -2.7], [-0.1, -1.1, -2.1], [0.4, 0.7, 0.1], [-1.6, 2.6, -0.6], [0.4, 1.3, 0.4], [-0.3, 0.4, 1.5], [-1.1, -1.7, -0.7], [1.2, -0.4, 1.5], [2.6, 2.9, 1.1], [0.1, 1.3, 0.2]],
  "mulliken_charge": [-0.479, 0.037, -0.568, 0.097, 0.462, -1.239, -0.272, 0.398, 0.440, 0.356, 0.399, 0.228, 0.344, 0.438, 0.359]
}


[4]
{
  "formula": "C6H8N",
  "method": "ωB97M-V/def2-TZVPD",
  "gap_ev": 8.03,
  "fmax_ev_per_a": 1.92,
  "e_lumo_ha": -0.2141,
  "de_lowest_kj_mol": 495.07,
  "charge": 1,
  "symbols": ["C", "C", "C", "C", "C", "C", "N", "H", "H", "H", "H", "H", "H", "H", "H"],
  "positions_angstrom": [[-0.6772, 1.1738, 1.4255], [-1.1346, 1.6576, 0.2346], [0.9306, -0.5493, 0.5029], [-0.4819, -0.2708, 1.0013], [0.4789, -0.1054, -0.9985], [-0.7066, 0.4207, -0.3073], [0.1035, -1.1863, -1.7958], [-0.2282, 1.6733, 2.2682], [-1.4568, 2.6100, -0.1355], [1.6755, 0.1418, 0.8859], [1.2791, -1.5764, 0.5618], [-1.1089, -1.0415, 1.4243], [1.1394, 0.5754, -1.5402], [-0.6775, -1.7311, -1.4479], [0.8647, -1.7915, -2.0794]],
  "atomic_forces_ev_per_a": [[-0.3, -0.2, -0.6], [-0.7, -0.2, 0.0], [0.3, 0.1, 0.1], [-0.1, -0.7, 0.3], [0.6, 0.2, -0.2], [0.1, 1.3, 1.4], [-0.2, -1.3, -1.1], [0.2, 0.2, 0.1], [0.2, 0.3, -0.2], [0.1, 0.1, 0.1], [0.0, 0.0, -0.2], [-0.2, 0.0, 0.0], [-0.1, 0.0, 0.2], [0.1, 0.0, -0.1], [0.0, 0.1, 0.1]],
  "mulliken_charge": [-0.279, -0.653, -0.817, -0.146, 0.249, 0.418, -0.520, 0.406, 0.418, 0.307, 0.364, 0.401, 0.360, 0.239, 0.252]
}


[5]
{
  "formula": "C6H8N",
  "method": "ωB97M-V/def2-TZVPD",
  "gap_ev": 8.37,
  "fmax_ev_per_a": 6.62,
  "e_lumo_ha": -0.2027,
  "de_lowest_kj_mol": 622.14,
  "charge": 1,
  "symbols": ["C", "C", "C", "C", "C", "C", "N", "H", "H", "H", "H", "H", "H", "H", "H"],
  "positions_angstrom": [[2.3615, -0.2333, -0.1461], [-1.2571, 0.7923, 1.6849], [0.4205, -1.1448, 0.8891], [3.3666, 0.4564, -0.6585], [-1.4258, 0.5420, 0.5046], [-1.7219, 0.2503, -0.9073], [1.3737, -0.7153, 0.2375], [-0.9502, 0.8881, 2.6542], [-0.2904, -1.7982, 0.3598], [4.1724, 1.0047, -0.1687], [3.4551, 0.2129, -1.8362], [0.3659, -0.9532, 1.9498], [-2.3085, 1.0609, -1.4705], [-2.0485, -0.7519, -1.1207], [-0.6463, 0.4168, -1.2890]],
  "atomic_forces_ev_per_a": [[5.2, 3.7, -1.8], [-0.3, -0.8, -3.4], [-2.5, -1.4, 0.7], [-0.7, -2.0, -2.9], [-1.4, 0.2, 1.3], [2.3, 2.5, -0.8], [-1.3, -1.1, 0.7], [0.3, 0.5, 2.0], [0.2, 0.3, 0.6], [-0.6, -0.2, 0.1], [0.0, 0.8, 2.8], [0.1, -0.4, 0.1], [0.5, -1.3, 1.2], [-0.3, -0.3, 0.0], [-1.5, -0.6, -0.4]],
  "mulliken_charge": [0.515, -0.264, -0.642, -0.747, 0.125, -0.947, 0.222, 0.463, 0.398, 0.315, 0.247, 0.442, 0.305, 0.296, 0.272]
}


[6]
{
  "formula": "C6H8N",
  "method": "ωB97M-V/def2-TZVPD",
  "gap_ev": [7.71, 7.71],
  "fmax_ev_per_a": 2.64,
  "e_lumo_ha": [-0.2074, -0.2074],
  "de_lowest_kj_mol": 580.81,
  "charge": 1,
  "symbols": ["C", "C", "C", "C", "C", "C", "N", "H", "H", "H", "H", "H", "H", "H", "H"],
  "positions_angstrom": [[1.5326, 0.7899, 0.6718], [2.1089, -0.2314, -0.0123], [-0.8353, 1.0779, -0.6769], [-1.3855, -1.0853, 0.3707], [-1.2698, 0.2299, 0.5024], [0.2724, 0.5510, 0.0232], [0.9195, -0.6713, -0.5315], [1.7495, 1.4462, 1.4959], [3.0465, -0.7234, -0.1967], [-0.8973, 0.3698, -1.5450], [-1.1148, 2.1168, -0.6445], [-1.8729, -1.7031, 1.0684], [-1.3116, -1.7152, -0.4684], [-1.7371, 0.7099, 1.3677], [0.7950, -1.1618, -1.4248]],
  "atomic_forces_ev_per_a": [[-0.1, 1.7, 1.8], [-0.9, -0.5, 0.0], [0.0, -1.3, -1.4], [-1.2, -1.6, 0.0], [-1.7, 1.3, 1.5], [2.3, -0.7, -1.0], [0.1, -1.8, -1.0], [0.4, 0.1, -0.2], [0.4, 0.3, 0.2], [-0.7, 1.9, 0.1], [0.0, 0.0, -0.3], [-0.3, -0.3, 1.8], [0.9, 0.1, -1.6], [0.7, 0.0, -0.2], [0.0, 0.8, 0.3]],
  "mulliken_charge": [-0.690, -0.211, -0.432, -0.675, -0.069, 0.760, -0.319, 0.376, 0.427, 0.240, 0.335, 0.323, 0.288, 0.398, 0.250]
}


[7]
{
  "formula": "C6H8N",
  "method": "ωB97M-V/def2-TZVPD",
  "gap_ev": 8.62,
  "fmax_ev_per_a": 5.26,
  "e_lumo_ha": -0.1846,
  "smiles": "C=C1C=CC[N+]1=C",
  "de_lowest_kj_mol": 339.26,
  "charge": 1,
  "symbols": ["C", "C", "C", "C", "C", "C", "N", "H", "H", "H", "H", "H", "H", "H", "H"],
  "positions_angstrom": [[-1.2574, -0.9128, -0.5186], [-1.4996, 0.2411, -1.1900], [-0.1089, -0.8531, 0.4191], [0.3169, -1.5861, 1.4784], [1.7611, 0.7629, 0.1809], [-0.4225, 1.3504, -0.7266], [0.5248, 0.5735, 0.0756], [-1.6305, -1.8836, -0.6089], [-2.3276, 0.6150, -1.6591], [1.1754, -1.4664, 2.0678], [-0.1223, -2.5481, 1.4978], [2.3151, 1.6224, -0.2599], [2.3235, 0.1113, 0.8104], [0.0762, 1.8824, -1.4580], [-1.1242, 2.0911, -0.1088]],
  "atomic_forces_ev_per_a": [[1.5, 1.8, -0.2], [4.1, -0.4, 3.3], [0.9, 2.0, 1.0], [-1.2, 0.8, -3.4], [1.1, 1.5, 0.1], [-4.3, -1.1, 2.1], [-1.5, -2.0, 0.0], [-1.5, -1.0, -0.2], [-1.9, 0.2, -1.7], [0.9, 0.7, 0.8], [-0.6, -0.9, 0.4], [-0.9, -0.5, 0.3], [0.4, -0.7, 0.1], [0.9, 1.0, -1.7], [2.1, -1.4, -0.8]],
  "mulliken_charge": [-0.405, -0.542, 0.579, -0.928, -0.003, -0.495, 0.133, 0.438, 0.464, 0.340, 0.271, 0.264, 0.178, 0.441, 0.265]
}